# C92H192F21N8O17

A cluster of 15 separate species, C92H192F21N8O17 in total in a non-equilibrium geometry (ωB97M-V with the def2-TZVPD basis set, the OMol25 dataset).

Atoms and positions in Å:
C 1.67001 0.56544 -3.97442
C 0.33690 0.97817 -3.41258
C 0.54218 1.36174 -1.92410
C 1.18120 0.16762 -1.17719
N 1.60124 0.67861 0.19703
C 2.85802 1.52076 0.01311
C 4.00266 0.51144 -0.14456
C 3.40228 -0.81719 0.35808
C 2.13430 -0.44785 1.06586
C 0.46768 1.35777 0.93432
C -0.79288 0.52771 1.03804
C -1.42982 0.66533 2.42169
H 1.57435 0.52420 -5.09465
H 1.94539 -0.45380 -3.71224
H 2.47559 1.26899 -3.74835
H -0.38231 0.16122 -3.42578
H -0.03311 1.87544 -3.92137
H -0.39611 1.68523 -1.43427
H 1.22028 2.21244 -1.83182
H 2.10493 -0.02111 -1.70324
H 0.54847 -0.68410 -1.03348
H 2.98276 2.03304 0.95725
H 2.90377 2.19730 -0.77890
H 4.87768 0.89697 0.39830
H 4.33609 0.32257 -1.14517
H 4.10954 -1.22515 1.09875
H 3.21641 -1.52329 -0.42139
H 2.39014 -0.03578 2.02982
H 1.37980 -1.21831 1.21239
H 0.36797 2.36185 0.57268
H 0.85713 1.40459 1.94252
H -0.52395 -0.55276 0.87582
H -1.47017 0.85544 0.22425
H -2.34006 0.03054 2.46073
H -1.65579 1.67863 2.64803
H -0.64916 0.20000 3.04585
C 1.28611 5.44892 -11.43056
C 0.37751 5.22910 -10.22953
C 1.00403 4.52092 -9.09498
C -0.00924 4.42854 -7.95719
N 0.40146 3.64664 -6.73581
C -0.59261 4.01789 -5.58809
C 0.15602 4.99585 -4.69384
C 1.57665 4.40196 -4.78872
C 1.68304 4.21454 -6.28389
C 0.43092 2.18805 -7.01570
C -0.83813 1.46662 -7.49668
C -0.69128 -0.04077 -7.41630
H 2.11709 6.09692 -11.18009
H 0.81954 5.88992 -12.27593
H 1.57588 4.47566 -11.79692
H -0.52302 4.67136 -10.51687
H 0.08827 6.20271 -9.86562
H 1.87791 5.08042 -8.77679
H 1.32260 3.59268 -9.48947
H -0.99159 4.08532 -8.29495
H -0.21316 5.40988 -7.55948
H -0.85505 3.03724 -5.09656
H -1.53253 4.37620 -5.99487
H -0.28658 4.90774 -3.69383
H 0.13687 5.99449 -5.16329
H 1.72655 3.51703 -4.21550
H 2.34160 5.08264 -4.43715
H 2.49039 3.63151 -6.62411
H 1.71127 5.25852 -6.63314
H 0.76042 1.60681 -6.13587
H 1.28987 1.96744 -7.66528
H -1.14328 1.80099 -8.52106
H -1.66856 1.83386 -6.88353
H -1.60440 -0.51764 -7.74446
H -0.54419 -0.41890 -6.39466
H 0.11689 -0.45739 -8.04955
C 6.92088 -3.61487 -0.60075
C 6.86634 -3.03682 0.79527
C 7.15585 -4.08085 1.84498
C 5.84999 -4.91126 1.99679
N 5.86186 -6.19221 2.78369
C 4.41817 -6.68634 2.90539
C 3.82724 -5.76232 3.92679
C 4.97430 -5.33044 4.82586
C 6.28191 -5.85366 4.20592
C 6.76541 -7.22477 2.12254
H 6.09763 -4.27830 -0.83218
H 7.85178 -4.15785 -0.64471
H 6.96972 -2.81338 -1.36197
H 5.85116 -2.64044 1.00019
H 7.54440 -2.17434 0.91309
H 7.29800 -3.66180 2.87322
H 8.11319 -4.66545 1.70875
H 5.57780 -5.18125 1.01913
H 5.04923 -4.30502 2.45541
H 4.44059 -7.72351 3.27560
H 3.91985 -6.64109 1.92134
H 3.08159 -6.30956 4.48403
H 3.34755 -4.83824 3.55620
H 4.78622 -5.76529 5.81748
H 5.00713 -4.25197 4.91896
H 6.53202 -6.77383 4.71642
H 7.06174 -5.13975 4.20469
H 7.03975 -6.88285 1.12276
H 6.23620 -8.16669 2.07437
H 7.71871 -7.33239 2.59200
C -0.28844 -4.68501 -4.84766
C -0.43311 -3.64571 -3.79285
C -1.81307 -3.73547 -3.06764
C -1.79098 -2.81926 -1.88541
N -2.95791 -3.04224 -0.93062
C -2.74732 -2.28432 0.40495
C -3.45052 -3.09919 1.49286
C -3.66505 -4.52033 0.88437
C -3.08875 -4.52818 -0.58318
C -4.25648 -2.51711 -1.45576
H -0.36414 -5.66034 -4.36878
H 0.73255 -4.57706 -5.24182
H -1.00965 -4.63074 -5.64175
H -0.31252 -2.65797 -4.16364
H 0.29280 -3.75794 -2.97821
H -1.98140 -4.79233 -2.66969
H -2.64675 -3.57245 -3.75671
H -1.92813 -1.79776 -2.23976
H -0.93724 -2.92331 -1.23431
H -3.00519 -1.27177 0.17368
H -1.63342 -2.37920 0.51425
H -4.26451 -2.60591 2.00522
H -2.69637 -3.25406 2.28305
H -4.72133 -4.86898 0.85650
H -3.06212 -5.14348 1.53856
H -3.81193 -4.94714 -1.32938
H -2.05948 -4.97853 -0.65232
H -4.32538 -1.44193 -1.53910
H -5.08230 -2.94620 -0.90030
H -4.33303 -2.93167 -2.47477
C -7.43106 -1.81747 2.45765
C -6.79727 -0.47706 2.08563
C -7.57574 0.28194 1.04495
C -7.17369 -0.29526 -0.35075
N -8.06861 0.10598 -1.52232
C -7.52569 -0.54907 -2.79867
C -8.14243 0.26444 -3.91293
C -8.40145 1.60938 -3.28115
C -7.96604 1.58646 -1.83496
C -9.48613 -0.28003 -1.23180
H -7.54224 -2.53795 1.65452
H -8.43207 -1.73966 2.88282
H -6.79052 -2.27971 3.21058
H -5.82978 -0.69796 1.61505
H -6.65791 0.09115 3.05257
H -7.38284 1.35287 0.98311
H -8.64999 0.26604 1.23846
H -7.15322 -1.37178 -0.42295
H -6.19688 0.07061 -0.70380
H -7.79165 -1.60508 -2.84622
H -6.42430 -0.43409 -2.65397
H -9.10443 -0.10280 -4.34499
H -7.43116 0.30453 -4.74505
H -9.45725 1.94546 -3.43813
H -7.84148 2.36514 -3.80963
H -8.55934 2.07546 -1.09844
H -6.92160 1.82092 -1.73166
H -9.61932 -1.35271 -1.03938
H -10.08432 -0.06591 -2.13105
H -9.93905 0.27306 -0.39450
C 2.00113 -3.05260 5.48514
N 0.56458 -2.81342 5.68253
C -0.00213 -2.62077 4.31117
C -0.10728 -4.07732 6.23540
C 0.15426 -1.59317 6.45973
C 0.94794 -1.53402 7.80540
O 1.03406 -2.86442 8.30850
H 2.52448 -3.40227 6.39963
H 2.57729 -2.18448 5.15193
H 2.05325 -3.84860 4.74738
H 0.34351 -1.70771 3.84613
H -1.09324 -2.53219 4.41681
H 0.20916 -3.46584 3.67200
H 0.26193 -4.18304 7.22957
H 0.14539 -4.96093 5.61796
H -1.15964 -3.84940 6.17491
H -0.88877 -1.62905 6.55403
H 0.50241 -0.75829 5.87325
H 0.40984 -0.89361 8.54017
H 1.97798 -1.21834 7.73967
H 1.58248 -2.94394 9.08343
C -0.18378 4.07030 3.72706
N -0.82139 4.08155 5.11256
C -1.39686 5.49304 5.33029
C -1.73719 2.91631 5.16232
C 0.31810 3.78105 6.11852
C 0.07857 4.22567 7.50257
O -1.03837 3.62541 8.11856
H -0.97765 4.16769 3.00333
H 0.42375 3.14495 3.56470
H 0.37493 4.98154 3.68091
H -1.75835 5.63073 6.34632
H -2.23923 5.67730 4.58732
H -0.58311 6.29256 5.09702
H -2.11784 2.74250 6.16035
H -1.20570 2.02733 4.77537
H -2.60318 3.15152 4.50660
H 1.22721 4.15540 5.65534
H 0.48331 2.72851 5.96932
H -0.13573 5.28384 7.47798
H 0.97435 4.11943 8.10696
H -0.90923 2.66337 8.09446
C -2.82352 5.10004 0.87155
N -3.27002 4.28305 -0.26349
C -2.65429 2.98752 -0.04492
C -4.73150 4.18160 -0.32665
C -2.82503 4.82153 -1.59189
C -2.94498 6.35449 -1.76837
O -2.77496 6.68489 -3.14557
H -1.77132 5.35266 0.69847
H -3.01376 4.54514 1.79938
H -3.43376 6.02967 0.91822
H -2.82180 2.41129 -0.95081
H -3.22146 2.57507 0.77572
H -1.59876 3.13856 0.13243
H -5.18945 5.13638 -0.33528
H -5.16690 3.73143 0.64447
H -5.08109 3.64758 -1.20072
H -3.41931 4.29346 -2.37447
H -1.72188 4.53709 -1.69984
H -2.13372 6.84590 -1.25488
H -3.88354 6.72671 -1.45012
H -3.51854 7.29897 -3.23064
C -4.02780 1.40756 -3.29950
O -4.92165 2.36535 -3.87129
O -4.61300 0.84699 -2.26780
C -3.67482 0.37882 -4.26755
F -4.72471 -0.21483 -4.80444
F -2.99865 0.93919 -5.32267
F -2.84228 -0.58481 -3.80715
C -4.45205 3.24128 -4.92428
C -5.23798 4.52573 -4.99263
H -6.32229 4.30651 -5.01853
H -5.17358 5.18154 -4.11035
H -4.85956 5.01636 -5.87421
H -4.43989 2.62566 -5.84522
H -3.39478 3.51622 -4.72512
H -3.00952 1.93402 -3.12795
C -3.84599 -2.00921 5.78434
O -4.43143 -2.97833 4.97235
O -2.56267 -2.24241 6.08139
C -4.01281 -0.64058 5.11702
F -4.24764 -0.62926 3.83168
F -5.09124 0.01232 5.53546
F -3.05003 0.24280 5.33056
C -4.32126 -4.26664 5.62570
C -4.25280 -5.40670 4.58398
H -4.94791 -5.11572 3.79512
H -3.22990 -5.46599 4.12148
H -4.62919 -6.36079 4.91015
H -5.23422 -4.34156 6.21511
H -3.41525 -4.32059 6.20298
H -4.42024 -1.81944 6.76808
C 0.45796 -4.83615 1.12642
O 0.91177 -5.59723 2.39527
O -0.50434 -4.01134 1.22320
C 1.81631 -4.17035 0.83311
F 2.82329 -5.11019 0.64287
F 1.68714 -3.45868 -0.26224
F 2.21455 -3.36998 1.81105
C 0.07872 -6.67163 2.61725
C 0.40668 -7.44401 3.88705
H -0.41097 -8.08711 4.17104
H 1.28544 -8.09858 3.70161
H 0.62081 -6.70897 4.67992
H 0.14365 -7.44222 1.82933
H -0.98760 -6.31143 2.71039
H 0.27243 -5.66014 0.31097
C 3.17440 -3.39178 -4.31793
O 2.25564 -2.48378 -4.95505
O 4.17568 -3.73665 -4.94336
C 3.44464 -2.64096 -2.95217
F 4.11013 -3.42646 -2.07238
F 4.11952 -1.55019 -2.97823
F 2.28278 -2.42161 -2.33575
C 2.54780 -2.46291 -6.41290
C 3.63259 -1.48132 -6.87029
H 3.56845 -1.48672 -7.98792
H 3.44911 -0.47610 -6.50527
H 4.49445 -1.90329 -6.40837
H 1.59840 -2.30824 -6.93714
H 2.85333 -3.50786 -6.75067
H 2.48255 -4.20253 -3.84220
C 7.31083 2.09834 0.66948
O 6.42543 1.61557 1.78884
O 7.92936 3.15303 0.84270
C 8.26973 0.81564 0.43495
F 7.70336 -0.21338 -0.27356
F 9.42643 1.01331 -0.16660
F 8.59254 0.23749 1.65597
C 6.80593 2.19974 3.07866
C 6.45776 3.66549 3.35587
H 5.35089 3.85660 3.20189
H 6.63878 3.86948 4.44222
H 7.13437 4.17458 2.66316
H 7.86229 1.95937 3.25946
H 6.29743 1.58239 3.81659
H 6.61174 1.89200 -0.27405
C 2.60233 1.22628 4.27873
O 3.05463 -0.13407 3.99950
O 1.34437 1.41753 4.07697
C 2.95810 1.43669 5.81095
F 3.51378 2.66374 5.98994
F 1.83076 1.41890 6.56850
F 3.66766 0.53471 6.32412
C 4.43755 -0.13277 3.67908
C 5.02684 -1.46984 3.96955
H 4.91005 -1.61824 5.05070
H 4.65882 -2.36118 3.51656
H 6.12584 -1.39996 3.77287
H 4.97737 0.58395 4.28680
H 4.53140 0.14173 2.62690
H 3.27590 1.82239 3.62526
C 1.07876 5.19284 -1.12760
O 2.39858 4.74433 -1.39844
O 0.08532 4.41560 -1.38134
C 1.19770 5.38532 0.47276
F 1.15160 4.18165 1.08859
F 2.23246 6.04687 0.96472
F 0.08450 6.01167 0.94840
C 3.45348 5.68391 -1.62047
C 4.67814 4.98294 -1.09164
H 4.54276 4.62679 -0.06744
H 4.94286 4.21463 -1.80990
H 5.57472 5.57810 -1.17344
H 3.29053 6.66057 -1.12805
H 3.62582 5.76811 -2.67702
H 1.06042 6.16038 -1.55539

Computed properties:
Multiplicity: 1
Calculated total energy: -202294.1258 eV
E_HOMO: -0.2616 Eh
HOMO-LUMO gap: 5.038 eV
Charge: +1